1 | Formula: C3H3NO3
Source: OMol25
Level of theory: ωB97M-V/def2-TZVPD

## Properties
structure (SMILES) = [H]/N=C(/C=O)OC=O
net charge = 0
frontier orbital gap = 0.3904 Eh
LUMO energy = 0.0081 Ha
multiplicity = 1

Last column: Löwdin charge in e.
CARTESIAN COORDINATES (ANGSTROEM)
O1 -1.85 -1.40 0.22  0.092
C1 1.52 1.08 0.34  -0.159
H1 -2.69 0.35 -0.44  0.152
H2 2.04 1.31 1.29  0.135
H3 0.26 -1.87 -0.39  0.072
C2 -1.82 -0.26 -0.15  -0.294
C3 0.54 -0.04 0.08  -0.365
O2 1.78 1.69 -0.66  0.093
O3 -0.70 0.50 -0.27  0.057
N1 0.97 -1.21 -0.07  0.218

---

2 | Formula: C3H3NO3
Source: OMol25
Level of theory: ωB97M-V/def2-TZVPD

## Properties
structure (SMILES) = O=CNC(=O)C=O
net charge = 0
frontier orbital gap = 0.3604 Eh
LUMO energy = -0.0195 Ha
multiplicity = 1

Last column: Löwdin charge in e.
CARTESIAN COORDINATES (ANGSTROEM)
N1 0.34 0.58 -0.17  0.102
O1 2.43 0.76 0.80  0.122
C1 -1.82 -0.52 0.15  -0.160
O2 -2.47 -1.49 0.43  0.113
C2 1.78 0.60 -0.18  -0.265
C3 -0.30 -0.52 0.34  -0.433
H1 2.22 0.42 -1.17  0.139
H2 -0.15 1.20 -0.81  0.138
O3 0.27 -1.45 0.87  0.122
H3 -2.29 0.41 -0.25  0.122

---

It is 1 that is the least stable of them.